## P
Molecular formula: C5H13N2O
Method: DFT, the ωB97M-V functional and the def2-TZVPD basis

Structure (XYZ):
```
21
Properties=species:S:1:pos:R:3
C -1.996 0.535 0.200
N -2.859 -0.668 0.200
C -0.483 0.310 -0.320
C 0.156 1.441 -1.223
C 1.661 1.096 -1.228
N 0.210 -0.091 0.830
C 1.008 -1.354 0.914
O 2.237 -1.156 0.701
H -2.521 1.344 -0.541
H -1.863 0.772 1.339
H -2.786 -1.296 -0.572
H -2.272 -1.219 0.951
H -0.333 -0.479 -1.056
H -0.173 1.438 -2.222
H 0.096 2.440 -0.970
H 2.239 1.163 -2.111
H 2.206 1.648 -0.415
H 1.779 0.038 -0.882
H 0.760 0.600 1.463
H 0.494 -2.181 0.283
H 0.942 -1.880 1.858
```

Properties
* spin multiplicity: 2
* HOMO level (alpha / beta): -8.64 / -8.58 eV

***

## Q
Molecular formula: C5H13N2O
Method: DFT, the ωB97M-V functional and the def2-TZVPD basis

Structure (XYZ):
```
21
Properties=species:S:1:pos:R:3
C -2.075 1.182 -0.245
O -2.724 0.912 -1.481
C -0.834 0.313 -0.143
C -0.024 0.386 1.124
C 0.894 -0.838 1.203
C 2.786 -1.686 -0.129
N 1.631 -0.979 -0.026
N 0.117 0.610 -1.210
H -2.728 1.079 0.630
H -1.698 2.213 -0.273
H -3.560 0.483 -1.310
H -1.127 -0.728 -0.274
H 0.571 1.300 1.220
H -0.706 0.411 1.985
H 1.547 -0.776 2.084
H 0.303 -1.754 1.421
H 3.318 -1.647 -1.084
H 3.176 -2.411 0.552
H 0.589 1.490 -0.961
H 0.877 -0.247 -0.986
H -0.333 0.688 -2.097
```

Properties
* spin multiplicity: 2
* HOMO level (alpha / beta): -4.13 / -8.12 eV

***

How far above the most stable structure does each one sit? In kcal/mol: P 27.8; Q 0.0.

***

## P
Molecular formula: C5H11NO3
Method: DFT, the ωB97M-V functional and the def2-TZVPD basis

Structure (XYZ):
```
20
Properties=species:S:1:pos:R:3
H -1.940 -1.661 -0.904
N -1.831 -0.663 -1.059
C -0.691 -0.295 -1.498
C -0.412 1.075 -2.027
O 0.177 -1.306 -1.993
H 0.659 1.275 -2.014
H -0.748 1.161 -3.060
H -0.912 1.808 -1.401
H 0.264 -1.284 -2.955
C 1.886 -0.725 1.874
C 0.524 -0.642 1.278
C -0.207 0.508 1.227
O -1.571 0.564 1.290
O 0.320 1.642 1.805
H 1.923 -0.103 2.768
H 2.646 -0.337 1.196
H 2.134 -1.745 2.165
H 0.098 -1.560 0.904
H -1.963 -0.042 0.625
H -0.357 2.329 1.781
```

Properties
* SMILES string: [H]/N=C(/C)O.CC=C(O)O
* HOMO level: -7.83 eV

***

## Q
Molecular formula: C5H11NO3
Method: DFT, the ωB97M-V functional and the def2-TZVPD basis

Structure (XYZ):
```
20
Properties=species:S:1:pos:R:3
C 0.693 0.226 1.219
C -0.706 2.108 0.888
C 1.656 -0.864 0.925
C 0.152 -0.251 -1.985
N -0.012 0.928 0.399
C -0.837 0.190 -0.934
O -1.078 -1.172 0.167
O -1.028 -2.484 -0.395
O -1.843 0.807 -1.178
H -1.943 -2.793 -0.287
H 0.714 0.570 2.254
H -1.468 1.858 1.629
H 0.025 2.798 1.312
H -1.232 2.653 0.109
H 1.823 -1.070 -0.124
H 2.619 -0.639 1.397
H 1.282 -1.791 1.362
H -0.275 -0.046 -2.966
H 1.094 0.284 -1.891
H 0.364 -1.315 -1.900
```

Properties
* HOMO level (alpha / beta): -8.48 / -8.48 eV

***

## R
Molecular formula: C5H11NO3
Method: DFT, the ωB97M-V functional and the def2-TZVPD basis

Structure (XYZ):
```
20
Properties=species:S:1:pos:R:3
C 0.997 0.994 -0.066
C -0.983 -0.415 0.043
C 1.500 -1.473 0.335
C -1.792 0.527 -0.817
C 0.831 -0.394 -0.479
N -1.219 -0.308 1.429
O 0.977 1.815 -1.042
O 1.157 1.375 1.197
O 0.907 -0.427 -1.813
H 0.896 0.896 -1.911
H 1.198 2.343 1.226
H -1.090 -1.447 -0.287
H -1.127 0.627 1.805
H -1.276 -1.178 1.939
H 1.324 -1.333 1.400
H 1.122 -2.443 0.015
H 2.575 -1.450 0.153
H -2.852 0.278 -0.746
H -1.488 0.441 -1.859
H -1.657 1.569 -0.520
```

Properties
* HOMO level: -7.72 eV

***

How far above the most stable structure does each one sit? In kcal/mol: P 3.7; Q 75.5; R 0.0.

***

## P
Molecular formula: C5H11NO3
Method: DFT, the ωB97M-V functional and the def2-TZVPD basis

Structure (XYZ):
```
20
Properties=species:S:1:pos:R:3
C 2.244 -0.640 -0.269
C 0.671 1.335 0.935
N 0.500 0.319 -0.103
O 1.913 -1.459 -1.381
H 2.420 -2.288 -1.356
H 0.504 0.533 -1.084
H 3.010 0.082 -0.544
H 2.482 -1.217 0.623
H -0.167 1.330 1.628
H 1.558 1.127 1.531
H 0.756 2.307 0.455
C -0.613 -0.866 0.200
C -1.995 0.793 -0.409
C -3.001 0.790 0.438
O -0.680 -1.758 -0.788
O -0.767 -1.138 1.360
H 0.141 -1.737 -1.327
H -2.042 1.120 -1.444
H -2.936 0.244 1.375
H -4.000 1.124 0.158
```

Properties
* HOMO level (alpha / beta): -6.90 / -6.90 eV

***

## Q
Molecular formula: C5H11NO3
Method: DFT, the ωB97M-V functional and the def2-TZVPD basis

Structure (XYZ):
```
20
Properties=species:S:1:pos:R:3
H -0.757 -0.261 -2.025
N -1.552 0.038 -1.467
C -1.464 -0.146 -0.237
C -2.528 -0.195 0.793
O -0.075 -0.776 0.346
C 0.567 -1.859 -0.313
H -2.103 -0.248 1.793
H -3.148 0.700 0.708
H -3.171 -1.055 0.595
H -0.088 -2.517 -0.886
H 1.343 -1.461 -0.971
H 1.148 -2.443 0.406
C 2.325 1.003 0.538
C 1.059 1.070 -0.270
O 1.077 1.360 -1.460
O -0.094 1.639 0.482
H 2.122 0.912 1.605
H 2.857 0.110 0.201
H 2.974 1.845 0.290
H -0.493 2.285 -0.128
```

Properties
* SMILES string: [H]/N=C(/C)OC.CC(=O)O
* HOMO level: -10.01 eV

***

How far above the most stable structure does each one sit? In kcal/mol: P 93.6; Q 0.0.

***

## P
Molecular formula: C6H13N3O3
Method: DFT, the ωB97M-V functional and the def2-TZVPD basis

Structure (XYZ):
```
25
Properties=species:S:1:pos:R:3
C 1.949 2.263 0.020
O 1.909 1.217 0.962
C 2.734 0.128 0.628
C 2.173 -0.762 -0.489
C 0.780 -1.265 -0.165
O 3.083 -1.819 -0.736
H 2.987 2.591 -0.174
H 1.484 1.983 -0.943
H 1.388 3.107 0.446
H 2.836 -0.479 1.545
H 3.745 0.463 0.345
H 2.153 -0.190 -1.439
H 0.392 -1.881 -0.983
H 0.121 -0.430 0.020
H 0.794 -1.880 0.747
H 3.072 -2.420 0.041
N -4.280 -0.796 1.160
C -3.492 -0.221 0.200
C -3.619 0.888 -0.593
N -2.461 0.974 -1.306
N -1.677 0.055 -1.031
O -2.311 -0.769 -0.034
H -4.071 -1.767 1.368
H -5.271 -0.590 1.104
H -4.417 1.600 -0.694
```

Properties
* SMILES string: COC[C@H](C)O.Nc1cnno1
* HOMO level: -9.21 eV

***

## Q
Molecular formula: C6H13N3O3
Method: DFT, the ωB97M-V functional and the def2-TZVPD basis

Structure (XYZ):
```
25
Properties=species:S:1:pos:R:3
N 2.417 -2.271 -0.817
C 1.316 -1.795 -0.038
N 0.423 -0.837 -0.238
C 0.555 0.018 -1.274
C -0.786 0.813 -1.396
C -0.956 1.997 -0.593
C -0.426 1.700 0.824
C -1.359 0.920 1.652
O -1.045 0.317 2.711
O -2.523 0.647 0.965
N 1.079 -2.606 1.008
O -0.161 -2.102 1.811
H 2.590 -1.474 -1.404
H 3.326 -2.294 -0.407
H 0.906 -0.454 -2.326
H 1.299 0.932 -0.940
H -0.844 1.219 -2.313
H -1.677 0.091 -1.529
H -0.260 2.779 -1.092
H -1.984 2.404 -0.711
H -0.489 2.729 1.270
H 0.791 1.688 0.871
H -3.072 0.263 1.719
H 0.827 -3.684 0.657
H 0.053 -1.003 1.590
```

Properties
* SMILES string: N/C(=N\CCCCC(=O)O)NO
* HOMO level: -8.76 eV

***

## R
Molecular formula: C6H13N3O3
Method: DFT, the ωB97M-V functional and the def2-TZVPD basis

Structure (XYZ):
```
25
Properties=species:S:1:pos:R:3
C -1.685 -0.530 0.251
C -3.170 -0.770 0.264
O -3.823 0.096 1.226
C -4.425 1.014 0.441
N -4.341 0.854 -0.821
O -3.746 -0.428 -0.959
H -1.327 -0.745 1.268
H -1.164 -1.181 -0.452
H -1.455 0.508 -0.004
H -3.449 -1.795 0.512
H -4.951 1.812 0.965
C 2.308 2.346 -0.382
N 2.129 0.907 -0.407
C 3.002 0.103 0.222
O 3.924 0.515 0.907
C 2.872 -1.385 -0.060
N 1.517 -1.841 -0.445
H 3.364 2.593 -0.168
H 1.992 2.769 -1.360
H 1.689 2.776 0.422
H 1.484 0.501 -1.065
H 3.260 -1.894 0.849
H 3.537 -1.620 -0.908
H 0.916 -1.763 0.369
H 1.540 -2.841 -0.665
```

Properties
* SMILES string: C[C@H]1OC=NO1.CNC(=O)CN
* HOMO level: -9.35 eV

***

How far above the most stable structure does each one sit? In kcal/mol: P 21.7; Q 82.6; R 0.0.